(1)
Formula: C3H5O2
Source: OMol25
Level of theory: ωB97M-V/def2-TZVPD

Element x y z (Å)
C1 0.056 1.000 0.529
C2 0.185 0.575 -0.914
C3 -0.381 -1.196 0.401
O1 -0.466 -0.624 -0.933
O2 -0.142 -0.015 1.234
H1 0.199 1.934 0.998
H2 -0.105 1.178 -1.757
H3 1.420 0.601 -0.986
H4 -1.328 -1.677 0.831
H5 0.562 -1.777 0.597

Output
Highest occupied orbital energy = -16.299 eV
ΔE to the lowest compared entry with this formula, charge and spin = 1.554 eV
Molecular weight = 73.07 Da
Total charge = +1

Löwdin population analysis, charges in e, atoms 1 to 6: atom 1 (C): 0.104, atom 2 (C): -0.124, atom 3 (C): -0.006, atom 4 (O): -0.020, atom 5 (O): 0.126, atom 6 (H): 0.168

---

(2)
Formula: C3H5O2S
Source: OMol25
Level of theory: ωB97M-V/def2-TZVPD

Element x y z (Å)
C1 -2.267 0.224 0.187
C2 0.047 1.040 -0.022
C3 1.103 -0.953 0.253
O1 0.864 1.706 -0.518
O2 -1.100 0.849 0.397
S1 2.783 -0.453 0.308
H1 -2.850 0.282 1.007
H2 -2.639 0.008 -0.837
H3 0.637 -1.153 -0.714
H4 0.624 -1.327 1.008
H5 2.798 -0.224 -1.070

Output
Highest occupied orbital energy (alpha / beta) = -13.994 / -13.435 eV
ΔE to the lowest compared entry with this formula, charge and spin = 3.568 eV
Molecular weight = 105.14 Da
Total charge = +1

Löwdin population analysis, charges in e, atoms 1 to 6: atom 1 (C): 0.165, atom 2 (C): -0.295, atom 3 (C): -0.324, atom 4 (O): 0.228, atom 5 (O): 0.116, atom 6 (S): 0.906

---

(3)
Formula: C3H5O3P
Source: OMol25
Level of theory: ωB97M-V/def2-TZVPD

Element x y z (Å)
C1 0.231 1.343 -0.594
C2 0.771 0.203 -0.280
C3 0.083 -1.062 -0.126
P1 2.638 0.041 0.144
O1 3.252 1.411 -0.014
O2 2.565 -0.570 1.522
O3 2.893 -1.047 -0.916
H1 0.764 2.232 -0.528
H2 -0.834 1.343 -0.918
H3 -0.841 -0.608 0.303
H4 -0.093 -1.684 -0.996
H5 0.708 -1.722 0.484

Output
Highest occupied orbital energy = 0.931 eV
ΔE to the lowest compared entry with this formula, charge and spin = 0.000 eV
Molecular weight = 120.04 Da
SMILES string = C=C(C)P(=O)([O-])[O-]
Total charge = -2

Löwdin population analysis, charges in e, atoms 1 to 6: atom 1 (C): -0.099, atom 2 (C): -0.453, atom 3 (C): -0.175, atom 4 (P): 0.025, atom 5 (O): -0.487, atom 6 (O): -0.490

---

(4)
Formula: C3H5O3P
Source: OMol25
Level of theory: ωB97M-V/def2-TZVPD

Element x y z (Å)
C1 -1.521 -1.181 -0.203
C2 -0.650 -1.794 0.617
C3 1.005 1.155 -0.404
O1 2.986 -0.814 -0.307
O2 -1.248 -0.320 -1.070
O3 0.701 -1.372 0.558
P1 1.581 -0.593 -0.503
H1 -2.539 -1.553 -0.145
H2 -0.765 -2.713 1.090
H3 0.034 1.081 -0.849
H4 0.982 1.674 0.542
H5 1.524 1.830 -1.037

Output
Highest occupied orbital energy (alpha / beta) = -9.679 / -8.525 eV
ΔE to the lowest compared entry with this formula, charge and spin = 3.203 eV
Molecular weight = 120.04 Da

Löwdin population analysis, charges in e, atoms 1 to 6: atom 1 (C): -0.296, atom 2 (C): -0.044, atom 3 (C): -0.164, atom 4 (O): -0.306, atom 5 (O): -0.031, atom 6 (O): -0.200

---

(5)
Formula: C3H5O3Pb
Source: OMol25
Level of theory: ωB97M-V/def2-TZVPD

Element x y z (Å)
H1 -1.928 -1.629 -3.140
O1 1.185 -0.898 -0.163
C1 0.356 0.033 0.234
C2 2.424 -0.799 0.574
O2 -0.752 0.206 -0.261
O3 0.882 0.882 1.069
C3 2.244 0.503 1.369
Pb1 -1.952 -0.437 -1.847
H2 3.246 -0.761 -0.147
H3 2.510 -1.688 1.206
H4 2.898 1.312 1.031
H5 2.328 0.368 2.450

Output
Highest occupied orbital energy = -12.607 eV
ΔE to the lowest compared entry with this formula, charge and spin = 0.312 eV
Molecular weight = 296.27 Da
Total charge = +1

Löwdin population analysis, charges in e, atoms 1 to 6: atom 1 (H): -0.230, atom 2 (O): 0.098, atom 3 (C): -0.572, atom 4 (C): -0.043, atom 5 (O): -0.228, atom 6 (O): 0.134

---

(6)
Formula: C3H5O3S
Source: OMol25
Level of theory: ωB97M-V/def2-TZVPD

Element x y z (Å)
C1 -0.472 -1.931 -0.793
C2 -0.341 0.464 -0.219
C3 0.924 0.392 0.094
O1 1.767 0.825 2.653
O2 0.290 -1.131 2.029
O3 -0.846 -1.798 -1.945
S1 1.575 -0.321 1.766
H1 -1.018 -2.169 0.044
H2 0.623 -2.230 -0.625
H3 -0.985 0.730 -1.143
H4 -0.963 0.236 0.581
H5 1.747 0.512 -0.555

Output
Highest occupied orbital energy = -3.561 eV
ΔE to the lowest compared entry with this formula, charge and spin = 3.015 eV
Molecular weight = 121.14 Da
Total charge = -1

Löwdin population analysis, charges in e, atoms 1 to 6: atom 1 (C): -0.209, atom 2 (C): -0.143, atom 3 (C): -0.298, atom 4 (O): -0.576, atom 5 (O): -0.620, atom 6 (O): -0.068

---

(7)
Formula: C3H5O3S2
Source: OMol25
Level of theory: ωB97M-V/def2-TZVPD

Element x y z (Å)
C1 1.977 1.255 -0.205
C2 0.837 0.778 -0.721
C3 0.076 -0.177 -0.069
O1 -2.237 -1.258 0.288
O2 -1.772 1.193 0.573
O3 -2.224 0.139 -1.644
S1 0.230 -3.217 0.987
S2 -1.723 -0.033 -0.282
H1 2.611 2.060 -0.529
H2 2.188 0.725 0.705
H3 0.334 1.134 -1.569
H4 0.295 -0.290 1.014
H5 -0.592 -2.309 1.452

Output
Highest occupied orbital energy (alpha / beta) = -4.169 / -4.168 eV
ΔE to the lowest compared entry with this formula, charge and spin = 4.531 eV
Molecular weight = 153.20 Da
Total charge = -1

Löwdin population analysis, charges in e, atoms 1 to 6: atom 1 (C): 0.087, atom 2 (C): -0.229, atom 3 (C): -0.119, atom 4 (O): -0.395, atom 5 (O): -0.346, atom 6 (O): -0.355

---

(8)
Formula: C3H5O3Yb
Source: OMol25
Level of theory: ωB97M-V/def2-TZVPD

Element x y z (Å)
H1 -0.655 1.635 0.698
C1 -1.036 0.373 0.510
C2 0.153 0.474 1.391
O1 0.999 0.029 0.051
C3 0.862 -0.620 -1.043
O2 1.916 -1.364 -1.269
H2 -1.817 -0.051 1.177
H3 0.346 -0.488 1.885
H4 1.864 -1.698 -2.173
H5 0.013 1.147 2.246
Yb1 -1.087 0.198 -2.744
O3 -1.558 0.363 -0.728

Output
Highest occupied orbital energy (alpha / beta) = -17.564 / -17.790 eV
Multiplicity = 2
ΔE to the lowest compared entry with this formula, charge and spin = 6.975 eV
Molecular weight = 262.11 Da
Total charge = +2

Löwdin population analysis, charges in e, atoms 1 to 6: atom 1 (H): 0.277, atom 2 (C): -0.244, atom 3 (C): 0.088, atom 4 (O): -0.016, atom 5 (C): -0.289, atom 6 (O): 0.152

---

(9)
Formula: C3H5O5S
Source: OMol25
Level of theory: ωB97M-V/def2-TZVPD

Element x y z (Å)
C1 -0.635 1.944 -0.762
C2 -0.394 0.651 -1.101
C3 -0.458 -0.511 -0.123
O1 -0.608 -1.759 -0.611
O2 -1.267 -0.318 1.011
S1 1.197 -0.677 0.672
O3 2.219 0.031 -0.134
O4 0.985 -0.008 2.023
O5 1.388 -2.104 0.731
H1 -0.667 2.858 -1.363
H2 -0.890 2.133 0.246
H3 -0.229 0.254 -2.025
H4 -0.010 -2.356 -0.202
H5 -0.630 -0.138 1.636

Output
Highest occupied orbital energy = -5.507 eV
ΔE to the lowest compared entry with this formula, charge and spin = 1.628 eV
Molecular weight = 153.14 Da
SMILES string = C=CC(O)(O)S(=O)(=O)[O-]
Total charge = -1

Löwdin population analysis, charges in e, atoms 1 to 6: atom 1 (C): 0.043, atom 2 (C): -0.069, atom 3 (C): -0.641, atom 4 (O): 0.017, atom 5 (O): 0.011, atom 6 (S): 0.558

---

(10)
Formula: C3H5O6P
Source: OMol25
Level of theory: ωB97M-V/def2-TZVPD

Element x y z (Å)
O1 -0.588 0.095 0.313
P1 -1.742 -0.815 0.071
O2 -1.296 -2.137 -0.802
O3 -2.675 -1.285 1.345
O4 -2.810 -0.148 -0.824
H1 -0.430 -2.392 -0.713
H2 -2.275 -1.434 2.260
H3 -2.469 0.042 -1.722
C1 3.126 0.303 -1.468
C2 2.249 -0.113 -0.606
O5 2.201 0.011 0.821
C3 1.566 -0.976 0.230
O6 1.201 -2.084 0.401
H4 2.911 0.159 -2.502
H5 3.679 1.129 -1.210

Output
Highest occupied orbital energy = -10.422 eV
ΔE to the lowest compared entry with this formula, charge and spin = 1.769 eV
Molecular weight = 168.04 Da
SMILES string = O=P(O)(O)O.C=C1OC1=O

Löwdin population analysis, charges in e, atoms 1 to 6: atom 1 (O): -0.249, atom 2 (P): 0.387, atom 3 (O): -0.084, atom 4 (O): -0.130, atom 5 (O): -0.077, atom 6 (H): -0.010

---

(11)
Formula: C3H5P3
Source: OMol25
Level of theory: ωB97M-V/def2-TZVPD

Element x y z (Å)
H1 0.640 2.057 -0.568
P1 -0.722 1.786 -0.363
C1 -0.550 0.101 -0.344
C2 0.757 -0.620 -0.469
P2 -1.973 -1.026 -0.180
P3 -3.589 0.450 -0.451
C3 -2.814 0.061 0.970
H2 1.587 0.050 -0.687
H3 0.691 -1.376 -1.255
H4 0.972 -1.146 0.464
H5 -2.765 0.297 2.015

Output
Highest occupied orbital energy = -8.460 eV
ΔE to the lowest compared entry with this formula, charge and spin = 1.300 eV
Molecular weight = 134.00 Da
SMILES string = [H]/P=C(\C)P1#P=C1

Löwdin population analysis, charges in e, atoms 1 to 6: atom 1 (H): -0.155, atom 2 (P): 0.782, atom 3 (C): -0.965, atom 4 (C): -0.238, atom 5 (P): 0.592, atom 6 (P): 0.636

---

(12)
Formula: C3H5PS
Source: OMol25
Level of theory: ωB97M-V/def2-TZVPD

Element x y z (Å)
C1 0.123 1.504 -1.188
C2 -0.143 -0.662 1.857
C3 -0.403 1.144 -0.039
P1 0.245 -2.160 1.391
S1 0.728 -1.815 -0.706
H1 -0.433 2.346 -1.576
H2 0.900 1.150 -1.787
H3 -0.475 0.025 2.594
H4 -0.907 1.532 0.806
H5 0.364 -3.063 -1.353

Output
Highest occupied orbital energy (alpha / beta) = -8.312 / -8.344 eV
ΔE to the lowest compared entry with this formula, charge and spin = 5.367 eV
Molecular weight = 104.11 Da

Löwdin population analysis, charges in e, atoms 1 to 6: atom 1 (C): -0.096, atom 2 (C): -0.447, atom 3 (C): -0.005, atom 4 (P): 0.452, atom 5 (S): 0.218, atom 6 (H): 0.051